[1]
This record from the Open Molecules 2025 dataset describes a structure of composition C3H6NO3S. The level of theory is wB97M-V/def2-TZVPD.

Geometry as ORCA input:
```
! wB97M-V def2-TZVPD RIJCOSX def2/J DEFGRID3
* xyz -1 1
C 1.5692 -1.2567 1.9811
C 1.1252 -1.2533 0.6324
C 0.1970 1.4047 -0.4670
N 1.9850 -1.1701 3.0386
O -1.7020 -0.0064 0.4157
O -2.3435 0.9729 -1.6480
O -0.6058 -0.8042 -1.5981
S -1.0847 0.3487 -0.8688
H 0.0985 -1.6141 0.5175
H 1.1522 -0.2182 0.2416
H 1.8632 -1.7724 -0.0638
H -0.1616 2.2888 0.0657
H 0.5927 1.8327 -1.3778
H -2.6852 1.2476 -0.8692
*
```

Results
- Relative energy (zero: lowest compared OMol25 entry of this formula, charge and spin): 3.649 eV
- Largest force on an atom: 0.104 Eh/bohr
- E_tot: -21675.272 eV
- LUMO energy: 3.6 eV
- Frontier orbital gap: 7.54 eV

=====

[2]
This record from the Open Molecules 2025 dataset describes a cluster of 2 separate species, C3H6NO4 in total. The level of theory is wB97M-V/def2-TZVPD.

Geometry as ORCA input:
```
! wB97M-V def2-TZVPD RIJCOSX def2/J DEFGRID3
* xyz -1 1
O -0.9059 -0.8758 -0.9984
C -0.0891 -0.0311 -0.6213
N 1.2377 -0.3044 -0.8081
C 2.3956 0.3787 -0.1932
O 2.1800 1.4313 0.4309
O 3.4550 -0.2567 -0.3459
C -0.5458 1.1983 0.1084
H 1.4513 -1.1547 -1.3075
H -1.4621 0.8925 0.6091
H -0.6205 2.0101 -0.6097
H 0.1849 1.5261 0.8343
H -2.2235 -1.2774 0.2538
H -2.4353 -1.6078 1.7685
O -2.6222 -1.9291 0.8791
*
```

Results
- Relative energy (zero: lowest compared OMol25 entry of this formula, charge and spin): 0.621 eV
- Largest force on an atom: 0.033 Eh/bohr
- E_tot: -12891.450 eV
- LUMO energy: 3.7 eV
- Frontier orbital gap: 8.63 eV

=====

[3]
This record from the Open Molecules 2025 dataset describes a cluster of 2 separate species, C3H6NO4 in total. The level of theory is wB97M-V/def2-TZVPD.

Geometry as ORCA input:
```
! wB97M-V def2-TZVPD RIJCOSX def2/J DEFGRID3
* xyz -1 1
O -0.7352 2.7149 1.1328
C -0.2065 1.6860 1.4848
C 0.2012 0.5634 0.5930
N 0.4957 1.0102 -0.7465
C 0.3485 0.0372 -1.7957
O 0.4134 0.4634 -2.9532
O 0.2047 -1.1452 -1.3854
H 0.0048 1.5053 2.5659
H 1.0493 0.0488 1.0412
H -0.6335 -0.1393 0.5323
H 0.1025 1.9245 -0.8820
H -0.0215 -2.5070 -0.4765
H -1.0440 -3.0101 0.6356
O -0.1793 -3.1521 0.2536
*
```

Results
- Relative energy (zero: lowest compared OMol25 entry of this formula, charge and spin): 1.709 eV
- Largest force on an atom: 0.016 Eh/bohr
- E_tot: -12890.362 eV
- LUMO energy: 3.5 eV
- Frontier orbital gap: 8.22 eV

=====

[4]
This record from the Open Molecules 2025 dataset describes a cluster of 2 separate species, C3H6NO4 in total. The level of theory is wB97M-V/def2-TZVPD.

Geometry as ORCA input:
```
! wB97M-V def2-TZVPD RIJCOSX def2/J DEFGRID3
* xyz 1 1
C 0.2155 0.1231 -0.8009
C -0.9262 2.1852 -0.3558
C -1.0216 0.6686 -0.4212
N 0.3767 -1.6965 0.2880
O 1.2565 0.0843 -1.3272
O -0.3905 -2.5491 0.5077
O 2.0183 -2.7750 1.4708
O 1.5922 -1.7153 0.6677
H -0.0887 2.2192 0.3395
H -1.9506 2.6523 0.0332
H -0.8161 2.6520 -1.3473
H -1.7186 0.3300 -1.3442
H -1.4183 0.3530 0.4763
H 2.8714 -2.5319 1.8133
*
```

Results
- Relative energy (zero: lowest compared OMol25 entry of this formula, charge and spin): 4.379 eV
- Largest force on an atom: 0.112 Eh/bohr
- E_tot: -12873.505 eV
- LUMO energy: -5.1 eV
- Frontier orbital gap: 10.56 eV

=====

| no. | molecular weight (g/mol) |
| --- | --- |
| 1 | 136.15 |
| 2 | 120.08 |
| 3 | 120.08 |
| 4 | 120.08 |